26
Properties=species:S:1:pos:R:3:forces:R:3:mulliken_charge:R:1 method="wB97M-V/def2-TZVPD" homo_ev=-8.34 charge=0 homo_lumo_gap_ev=9.3 e_above_lowest_kcal_mol=52.0
C -2.9190 -0.5492 -0.0540 1.0 0.9 1.1 -0.348
C -2.7073 0.5452 0.8621 2.1 -1.8 -3.4 -0.875
C -1.9755 -1.1865 -0.8703 -1.7 1.0 -0.2 -0.800
C -1.4935 1.2061 0.7811 1.3 0.7 1.6 -0.452
C -0.7427 -0.5366 -0.7915 0.6 -1.4 -1.5 0.916
C -0.5674 0.6256 -0.0687 0.5 -0.5 -0.1 -0.383
C 1.2762 -0.8304 1.3735 2.4 -0.4 -0.2 -0.607
C 1.2184 -1.7482 0.1401 2.4 1.0 -2.8 -0.930
C 1.7607 0.5476 0.8943 -2.0 0.5 0.6 -1.124
C 0.7171 -0.9816 -1.1148 -0.5 4.6 1.8 -0.466
C 0.8993 0.8419 -0.3097 -0.1 -2.3 -1.5 1.223
C 1.1542 1.8333 -1.4290 1.8 -0.4 0.5 -1.532
H -3.8484 -1.0064 -0.0341 -1.9 -0.6 0.1 0.440
H -3.4672 0.8179 1.4731 -2.2 0.9 1.8 0.555
H -2.4583 -1.9700 -1.5647 1.8 0.9 1.2 0.262
H -1.0761 1.9996 1.5213 -1.3 -1.2 -1.4 0.266
H 0.2706 -0.7377 1.7368 -0.3 -0.1 0.7 0.287
H 2.0214 -1.2625 2.1118 -1.3 0.5 -0.5 0.403
H 2.1304 -2.2881 -0.2334 0.0 0.9 1.1 0.297
H 0.6053 -2.5273 0.3637 -2.2 -2.3 0.5 0.493
H 1.6799 1.3103 1.6874 -0.5 -0.1 -0.1 0.325
H 2.7815 0.5637 0.7204 2.1 -0.3 -0.9 0.542
H 1.2046 -0.8951 -2.1518 -0.9 -0.9 1.7 0.428
H 2.1513 1.4867 -1.9572 -2.1 1.4 0.7 0.334
H 1.1267 2.8710 -1.0546 0.9 -0.2 0.0 0.365
H 0.2575 1.8706 -2.0316 0.1 -0.6 -0.9 0.382